{"formula": "C47H61N6O7P", "method": "ωB97M-V/def2-TZVPD", "lumo_ev": 0.4, "e_homo_ha": -0.33346, "max_force_ev_per_a": 0.92, "charge": 0, "energy_ev": -82292.28548, "homo_lumo_gap_ha": 0.347, "symbols": ["C", "C", "C", "C", "C", "C", "C", "C", "C", "C", "C", "O", "C", "O", "C", "C", "C", "O", "C", "C", "O", "P", "O", "O", "O", "H", "H", "H", "H", "H", "H", "H", "H", "H", "H", "H", "H", "H", "H", "H", "H", "H", "H", "H", "H", "H", "H", "H", "H", "H", "H", "H", "H", "H", "H", "H", "C", "C", "C", "N", "C", "C", "H", "H", "H", "H", "H", "C", "C", "C", "N", "C", "C", "H", "H", "H", "H", "H", "C", "C", "C", "N", "C", "C", "H", "H", "H", "H", "H", "C", "C", "C", "N", "C", "C", "H", "H", "H", "H", "H", "C", "C", "C", "N", "C", "C", "H", "H", "H", "H", "H", "C", "C", "C", "N", "C", "C", "H", "H", "H", "H", "H"], "coordinates": [[0.226, 2.781, -2.513], [-0.074, 1.296, -2.717], [-1.589, 1.003, -2.815], [-2.075, -0.004, -1.763], [-1.963, -1.485, -2.170], [-0.822, -2.322, -1.550], [-0.458, -1.993, -0.107], [0.591, -2.930, 0.503], [1.158, -2.392, 1.827], [2.658, -2.103, 1.973], [3.618, -3.226, 1.624], [4.893, -2.682, 2.038], [4.857, -1.348, 1.901], [5.786, -0.641, 2.135], [3.448, -0.875, 1.429], [3.180, 0.452, 2.146], [1.828, 1.065, 1.745], [1.026, 1.395, 2.884], [-0.213, 0.799, 2.933], [-1.122, 1.170, 1.795], [-0.495, 0.088, 3.847], [3.748, -0.695, -0.384], [4.864, -1.526, -0.833], [3.989, 0.858, -0.637], [2.377, -0.959, -1.138], [1.285, 3.006, -2.656], [-0.093, 3.108, -1.519], [-0.329, 3.381, -3.240], [0.335, 0.733, -1.873], [0.460, 0.937, -3.602], [-1.841, 0.625, -3.810], [-2.131, 1.938, -2.643], [-1.543, 0.203, -0.833], [-3.124, 0.216, -1.550], [-1.820, -1.522, -3.256], [-2.918, -1.985, -1.990], [-1.148, -3.369, -1.591], [0.072, -2.273, -2.177], [-0.042, -0.980, -0.082], [-1.347, -1.970, 0.535], [1.379, -3.145, -0.216], [0.080, -3.875, 0.715], [0.968, -3.135, 2.607], [0.590, -1.512, 2.136], [2.782, -1.968, 3.057], [3.710, -3.415, 0.551], [3.442, -4.148, 2.176], [3.972, 1.151, 1.881], [3.202, 0.299, 3.226], [1.983, 2.004, 1.199], [1.277, 0.395, 1.080], [-0.665, 0.917, 0.839], [-1.296, 2.245, 1.811], [-2.074, 0.655, 1.896], [3.331, 1.445, -0.247], [2.334, -1.859, -1.526], [0.781, -4.992, -4.758], [0.981, -5.482, -3.475], [1.702, -4.710, -2.578], [2.227, -3.525, -2.892], [2.041, -3.077, -4.131], [1.319, -3.760, -5.096], [0.211, -5.560, -5.481], [0.579, -6.438, -3.169], [1.865, -5.055, -1.564], [2.488, -2.114, -4.357], [1.188, -3.325, -6.077], [-1.661, 0.622, -7.261], [-1.481, -0.326, -8.256], [-0.503, -1.292, -8.080], [0.279, -1.361, -7.004], [0.095, -0.443, -6.056], [-0.856, 0.563, -6.135], [-2.415, 1.392, -7.361], [-2.085, -0.319, -9.153], [-0.336, -2.050, -8.837], [0.743, -0.517, -5.189], [-0.958, 1.280, -5.331], [-4.860, 4.104, -1.597], [-3.700, 4.740, -1.181], [-2.761, 4.001, -0.478], [-2.913, 2.712, -0.178], [-4.031, 2.113, -0.583], [-5.031, 2.764, -1.291], [-5.618, 4.646, -2.147], [-3.524, 5.785, -1.395], [-1.842, 4.466, -0.135], [-4.131, 1.070, -0.317], [-5.921, 2.228, -1.591], [-3.261, 1.297, 6.891], [-3.745, 2.302, 7.713], [-3.037, 3.493, 7.788], [-1.913, 3.724, 7.113], [-1.461, 2.747, 6.330], [-2.092, 1.520, 6.181], [-3.785, 0.353, 6.806], [-4.652, 2.171, 8.288], [-3.387, 4.302, 8.419], [-0.541, 2.957, 5.793], [-1.669, 0.774, 5.521], [7.824, 1.351, 3.377], [8.053, 1.888, 4.635], [9.282, 2.477, 4.893], [10.265, 2.557, 3.998], [10.033, 2.035, 2.795], [8.839, 1.427, 2.437], [6.884, 0.881, 3.127], [7.295, 1.852, 5.406], [9.493, 2.909, 5.867], [10.848, 2.108, 2.083], [8.706, 1.019, 1.444], [-8.307, -1.347, 1.280], [-7.505, -1.498, 0.160], [-6.329, -0.767, 0.089], [-5.926, 0.077, 1.036], [-6.707, 0.213, 2.106], [-7.901, -0.472, 2.275], [-9.233, -1.899, 1.375], [-7.781, -2.168, -0.643], [-5.676, -0.862, -0.774], [-6.357, 0.907, 2.863], [-8.494, -0.322, 3.166]], "forces_ev_per_a": [[-0.080, -0.018, -0.209], [-0.061, -0.025, 0.044], [0.217, -0.163, 0.442], [-0.238, -0.046, -0.224], [0.365, 0.061, -0.207], [-0.397, -0.281, 0.085], [0.435, 0.384, -0.120], [-0.499, -0.020, 0.126], [0.155, -0.041, -0.126], [-0.228, 0.162, 0.017], [0.308, 0.165, 0.034], [-0.093, -0.085, -0.045], [-0.275, -0.156, -0.359], [0.288, 0.180, 0.158], [0.699, -0.203, 0.565], [-0.541, 0.053, -0.425], [-0.057, 0.479, -0.173], [0.162, -0.419, 0.177], [0.127, 0.205, -0.556], [-0.005, -0.109, 0.330], [-0.107, -0.103, 0.351], [-0.039, -0.233, -0.216], [-0.056, -0.029, 0.006], [-0.006, 0.011, 0.128], [-0.221, -0.034, 0.096], [0.000, -0.013, 0.160], [0.063, -0.006, -0.039], [0.026, 0.014, 0.014], [0.101, -0.045, -0.080], [-0.040, 0.036, 0.074], [-0.176, 0.131, 0.264], [0.010, -0.008, -0.210], [-0.169, -0.066, -0.029], [0.322, -0.270, -0.232], [-0.135, -0.071, 0.015], [0.045, -0.001, 0.181], [0.147, -0.012, -0.043], [0.009, 0.156, 0.094], [-0.025, -0.062, -0.009], [-0.002, -0.053, -0.046], [0.032, -0.023, -0.058], [0.207, -0.100, -0.145], [-0.066, 0.070, 0.022], [0.057, -0.068, 0.024], [-0.036, -0.047, -0.025], [-0.249, -0.164, 0.038], [0.035, 0.028, -0.005], [0.137, -0.087, 0.276], [-0.038, 0.016, -0.019], [-0.030, -0.021, -0.020], [0.087, -0.030, 0.048], [-0.104, 0.154, 0.048], [0.044, -0.023, -0.051], [0.019, -0.003, -0.060], [-0.020, 0.051, -0.139], [0.114, -0.065, -0.283], [-0.006, 0.017, 0.062], [-0.003, 0.030, -0.013], [0.045, -0.014, -0.095], [-0.124, 0.130, 0.373], [0.055, 0.145, 0.007], [0.051, -0.168, -0.073], [0.005, -0.004, -0.001], [0.011, -0.002, 0.007], [-0.001, -0.010, 0.031], [-0.002, 0.002, -0.015], [-0.004, 0.010, 0.045], [0.018, -0.026, -0.019], [-0.019, 0.006, 0.024], [0.014, 0.003, 0.000], [-0.073, 0.085, -0.041], [0.020, -0.045, -0.021], [0.045, 0.104, -0.117], [0.000, 0.007, 0.000], [0.001, -0.010, -0.004], [-0.004, 0.014, -0.014], [-0.018, -0.016, -0.011], [0.088, -0.014, -0.222], [0.021, -0.003, -0.023], [-0.009, 0.008, -0.012], [-0.048, -0.029, 0.017], [-0.017, 0.109, -0.103], [-0.072, 0.200, 0.174], [0.011, 0.002, -0.011], [0.000, 0.002, -0.001], [0.008, 0.001, 0.002], [-0.009, 0.022, -0.004], [-0.184, 0.236, 0.171], [-0.010, -0.006, 0.023], [-0.002, -0.008, -0.009], [0.005, -0.001, -0.009], [0.011, 0.008, -0.002], [-0.006, -0.002, -0.007], [0.007, 0.027, -0.003], [-0.017, 0.016, 0.020], [0.002, -0.002, 0.003], [0.000, 0.007, 0.003], [-0.011, -0.011, 0.006], [0.003, -0.021, -0.005], [-0.072, 0.022, 0.108], [0.014, 0.098, 0.057], [0.008, 0.005, -0.025], [0.020, -0.002, -0.006], [-0.004, 0.002, 0.003], [0.011, 0.004, 0.007], [-0.005, 0.000, -0.003], [0.075, 0.017, 0.045], [0.005, 0.008, 0.006], [-0.015, -0.008, 0.005], [-0.012, -0.005, -0.011], [0.005, -0.010, 0.002], [0.004, 0.002, -0.001], [-0.013, 0.002, 0.006], [0.004, 0.013, 0.009], [-0.045, -0.097, 0.014], [0.025, 0.021, 0.007], [-0.003, -0.008, -0.013], [0.000, 0.000, 0.000], [0.008, -0.001, -0.002], [-0.006, -0.016, -0.011], [-0.010, -0.007, 0.009], [0.004, 0.007, 0.002]]}